Here is a gas-phase ion, C23H37F5N3O3S2 (charge +1) in a non-equilibrium geometry from the OMol25 dataset. Energies are from ωB97M-V with the def2-TZVPD basis set.

Computed properties:
LUMO energy	-5.0	eV
charge	+1
HOMO energy	-0.4241	Ha
E	-2583.77783	Eh
SMILES	CCCCCCCCC[N+]1=C(C(F)(F)C(F)(F)F)[C@](CCCCN)(N=C=S)[C@@](O)(S)[C@H]1COC(C)=O
F_max	6.12	eV/Å
HOMO-LUMO gap	6.548	eV

Each atom is followed by the atoms it is bonded to, with distances in Å.
Element x y z (Å)
1 C 7.8744 -1.9222 1.1109  C2 1.602, H37 1.144, H38 1.147, H39 1.140
2 C 7.4716 -0.3716 1.1039  C1 1.602, C3 1.624, H40 1.149, H41 1.137
3 C 6.7441 0.0966 -0.2706  C2 1.624, C4 1.604, H42 1.151, H43 1.143
4 C 5.6584 -0.9613 -0.7942  C3 1.604, C5 1.613, H44 1.148, H45 1.146
5 C 4.2993 -0.2863 -1.3410  C4 1.613, C6 1.604, H46 1.136, H47 1.153
6 C 3.0652 -1.2232 -0.9279  C5 1.604, C7 1.605, H48 1.142, H49 1.147
7 C 2.0505 -1.5566 -2.1260  C6 1.605, C8 1.631, H50 1.151, H51 1.136
8 C 0.7829 -2.3217 -1.4410  C7 1.631, C9 1.596, H52 1.152, H53 1.138
9 C -0.6227 -1.9320 -2.0880  C8 1.596, N10 1.490, H54 1.153, H55 1.135
10 N -1.3072 -0.7536 -1.4847  C9 1.490, C11 1.337, C31 1.516
11 C -2.5870 -0.3759 -1.5738  N10 1.337, C12 1.582, C19 1.631
12 C -3.5647 -1.3115 -2.3933  C11 1.582, F13 1.425, F14 1.426, C15 1.597
13 F -3.6377 -2.6376 -1.8771  C12 1.425
14 F -3.0813 -1.3936 -3.7327  C12 1.426
15 C -5.0803 -0.8256 -2.5203  C12 1.597, F16 1.422, F17 1.395, F18 1.413
16 F -5.7878 -1.9415 -3.0452  C15 1.422
17 F -5.7071 -0.5357 -1.3084  C15 1.395
18 F -5.2682 0.1793 -3.4951  C15 1.413
19 C -2.8574 1.0358 -0.8023  C11 1.631, C20 1.589, N25 1.524, C28 1.600
20 C -3.6919 0.8681 0.5400  C19 1.589, C21 1.589, H56 1.143, H57 1.151
21 C -3.2670 1.7347 1.8025  C20 1.589, C22 1.615, H58 1.153, H59 1.135
22 C -3.8441 3.2421 1.8378  C21 1.615, C23 1.626, H60 1.149, H61 1.141
23 C -4.2597 3.5775 3.3739  C22 1.626, N24 1.493, H62 1.150, H63 1.137
24 N -3.0563 3.7449 4.2417  C23 1.493, H64 1.030, H65 1.033
25 N -3.4598 1.8389 -1.9493  C19 1.524, C26 1.292
26 C -3.9269 2.9733 -1.5440  N25 1.292, S27 1.667
27 S -4.0364 4.6267 -1.3601  C26 1.667
28 C -1.3291 1.5094 -0.8319  C19 1.600, O29 1.484, S30 1.840, C31 1.622
29 O -1.1236 1.7525 -2.2809  C28 1.484, H66 0.987
30 S -0.7558 3.0976 -0.0996  C28 1.840, H67 1.396
31 C -0.4341 0.1681 -0.6567  N10 1.516, C28 1.622, C32 1.611, H68 1.138
32 C -0.3254 -0.1345 0.9215  C31 1.611, O33 1.447, H69 1.152, H70 1.134
33 O -1.3669 -1.0901 1.2308  C32 1.447, C34 1.414
34 C -1.0103 -1.9615 2.2857  O33 1.414, C35 1.613, O36 1.238
35 C -1.8018 -3.3662 2.3108  C34 1.613, H71 1.132, H72 1.152, H73 1.141
36 O -0.1961 -1.7215 3.1864  C34 1.238
37 H 8.5488 -2.1913 1.9950  C1 1.144
38 H 6.9051 -2.5131 1.2741  C1 1.147
39 H 8.3092 -2.2908 0.1234  C1 1.140
40 H 8.4553 0.2171 1.1876  C2 1.149
41 H 6.8613 -0.0959 2.0224  C2 1.137
42 H 7.5925 0.1556 -1.0468  C3 1.151
43 H 6.3090 1.1291 -0.0467  C3 1.143
44 H 6.0701 -1.5875 -1.6639  C4 1.148
45 H 5.3626 -1.6164 0.0985  C4 1.146
46 H 4.3277 -0.0241 -2.4464  C5 1.136
47 H 4.1724 0.7085 -0.7726  C5 1.153
48 H 3.3655 -2.2124 -0.4420  C6 1.142
49 H 2.4603 -0.6517 -0.1386  C6 1.147
50 H 2.5913 -2.3106 -2.8075  C7 1.151
51 H 1.7382 -0.6574 -2.7465  C7 1.136
52 H 0.9512 -3.4299 -1.7078  C8 1.152
53 H 0.8220 -2.2845 -0.3046  C8 1.138
54 H -0.4008 -1.6422 -3.1822  C9 1.153
55 H -1.2503 -2.8754 -2.1442  C9 1.135
56 H -3.7079 -0.2375 0.8293  C20 1.143
57 H -4.7853 1.1386 0.3036  C20 1.151
58 H -3.7254 1.2188 2.7257  C21 1.153
59 H -2.1541 1.8056 2.0128  C21 1.135
60 H -3.0426 3.9771 1.4671  C22 1.149
61 H -4.7392 3.2865 1.1321  C22 1.141
62 H -4.9341 2.7319 3.7632  C23 1.150
63 H -4.9047 4.5134 3.3574  C23 1.137
64 H -2.3523 3.0182 4.0473  N24 1.030
65 H -2.6372 4.6646 4.0280  N24 1.033
66 H -0.4594 2.4809 -2.3298  O29 0.987
67 H -1.1152 4.1278 -0.9706  S30 1.396
68 H 0.5463 0.5120 -1.1217  C31 1.138
69 H 0.6810 -0.6650 1.1005  C32 1.152
70 H -0.3039 0.7933 1.5730  C32 1.134
71 H -1.9585 -3.7582 3.3607  C35 1.132
72 H -2.8432 -3.1442 1.8710  C35 1.152
73 H -1.3154 -4.1126 1.5974  C35 1.141

Mulliken atomic charge list, values in e, 4 entries: -0.92, -0.56, -0.47, -0.29